ORCA calculation (the ωB97M-V functional and the def2-TZVPD basis) on a gas-phase ion, C22H31N2O3 (charge +1) at a distorted geometry.

Properties
Net charge = +1
Strongest force on any atom = 1.0 eV Å⁻¹
Relative energy (zero: lowest compared OMol25 entry of this formula, charge and spin) = 39.9 kcal per mole
Frontier orbital gap = 9.1 eV
Electronic energy = -32433.18761 eV

Last column: natural (NBO) charge in e.
Positions of all 58 atoms, in Å:
C1 1.7933 2.9307 -1.1634  -0.26
H1 0.7358 2.8666 -1.4112  0.19
H2 1.9462 3.7589 -0.4667  0.19
H3 2.3646 3.1117 -2.0777  0.19
O1 2.1436 1.6921 -0.5766  -0.53
C2 3.4716 1.5165 -0.2553  0.24
C3 4.4413 2.4936 -0.4134  -0.27
C4 5.7663 2.2376 -0.0984  -0.20
C5 6.1330 0.9952 0.3695  -0.21
C6 5.1734 0.0092 0.5417  -0.28
C7 3.8426 0.2568 0.2501  0.31
O2 2.8266 -0.6708 0.4234  -0.56
C8 3.2248 -1.9788 0.8076  -0.07
C9 2.0007 -2.8445 1.0825  -0.43
H4 1.3876 -2.3461 1.8356  0.20
H5 2.3589 -3.7734 1.5283  0.24
C10 1.1802 -3.2100 -0.1572  -0.42
H6 1.8102 -3.7833 -0.8391  0.24
H7 0.3635 -3.8672 0.1458  0.22
C11 0.6365 -2.0184 -0.9461  -0.22
N1 0.0034 -0.9827 -0.0979  -0.38
C12 -0.5284 0.1316 -0.9161  -0.25
C13 -1.0500 1.2407 0.0132  -0.23
N2 -2.0247 0.7822 0.9625  -0.47
C14 -3.4141 0.9495 0.6861  0.06
C15 -4.0701 1.9133 1.4384  -0.17
C16 -5.4176 2.1705 1.2654  -0.23
C17 -6.1240 1.4509 0.3209  -0.19
C18 -5.4910 0.4844 -0.4413  -0.24
C19 -4.1379 0.2205 -0.2716  0.27
O3 -3.4551 -0.7297 -0.9976  -0.54
C20 -4.1664 -1.4734 -1.9652  -0.25
H8 -4.5757 -0.8268 -2.7453  0.19
H9 -3.4416 -2.1547 -2.4107  0.20
H10 -4.9715 -2.0554 -1.5098  0.19
H11 -6.0678 -0.0616 -1.1698  0.22
H12 -7.1759 1.6350 0.1688  0.23
H13 -5.9084 2.9235 1.8605  0.23
H14 -3.4937 2.4599 2.1680  0.23
C21 -1.5838 -0.3751 1.6857  -0.21
H15 -2.4023 -0.7481 2.3016  0.24
C22 -1.0821 -1.5001 0.7655  -0.26
H16 -0.7276 -2.3353 1.3657  0.22
H17 -1.8929 -1.8339 0.1166  0.25
H18 -0.7626 -0.0746 2.3525  0.19
H19 -1.4902 2.0386 -0.5849  0.24
H20 -0.1955 1.6502 0.5680  0.21
H21 0.2744 0.5167 -1.5433  0.24
H22 -1.3409 -0.2532 -1.5332  0.24
H23 0.7712 -0.5937 0.4785  0.47
H24 -0.1007 -2.3682 -1.6722  0.22
H25 1.4528 -1.5304 -1.4813  0.24
H26 3.8167 -1.9289 1.7289  0.20
H27 3.8399 -2.4268 0.0167  0.19
H28 5.4909 -0.9531 0.9061  0.22
H29 7.1620 0.7780 0.6063  0.23
H30 6.5020 3.0144 -0.2295  0.23
H31 4.1785 3.4692 -0.7856  0.23